(1)
116
Properties=species:S:1:pos:R:3:forces:R:3 method="wB97M-V/def2-TZVPD" de_lowest_kj_mol=291.4 e_homo_ev=-4.8 charge=-1 orbital_gap_ev=6.501 multiplicity=1 e_tot_ha=-2666.328390
Rb 10.685 11.451 14.286 0.08 -0.36 0.03
P 10.183 15.649 15.243 0.02 -0.21 -0.63
O 10.574 8.400 10.136 0.18 1.92 1.49
O 10.295 7.026 16.940 0.15 0.04 0.18
O 10.417 14.222 14.822 -0.09 1.54 0.48
N 10.668 16.180 16.768 -2.24 -0.83 -0.80
N 10.871 10.348 11.441 -0.91 -0.57 -0.55
N 13.607 11.237 15.086 1.76 -0.02 0.05
N 10.999 9.163 16.499 0.50 -0.17 -0.96
N 10.867 8.497 13.708 -0.66 -0.55 0.17
N 11.028 16.685 14.204 0.29 -0.15 0.78
N 13.978 9.924 13.220 0.62 -0.69 -0.04
N 8.533 16.009 15.211 0.72 -0.53 -0.44
C 8.714 12.525 9.331 -0.28 -0.68 -0.23
C 7.340 9.556 9.822 -0.36 -0.58 -1.26
C 11.944 16.212 13.177 -1.34 -2.04 -1.18
C 16.252 12.298 14.858 0.36 -0.11 -1.10
C 11.124 9.441 17.843 -0.79 1.92 0.54
C 12.371 9.713 19.891 0.31 0.66 -0.18
C 9.965 6.347 14.421 -0.05 0.03 1.63
C 10.638 7.950 16.159 -0.32 0.31 1.33
C 7.650 15.349 14.224 -0.08 0.43 -0.04
C 11.006 12.973 8.785 -0.58 0.67 1.10
C 14.907 8.884 18.635 -0.31 0.14 0.18
C 10.707 8.078 12.417 -0.18 -0.52 1.90
C 10.417 11.181 10.365 0.96 -0.30 -0.13
C 8.602 10.101 17.855 0.62 -0.28 -1.04
C 11.297 10.394 20.486 0.29 -0.10 0.24
C 14.116 12.125 15.945 0.25 0.79 -0.85
C 7.721 9.066 18.599 -0.39 -0.26 -0.75
C 13.264 7.036 18.176 0.19 0.70 -0.49
C 15.388 12.757 15.820 -1.41 0.00 2.26
C 12.350 9.368 18.527 -0.58 -0.72 1.95
C 6.793 11.627 11.245 -0.08 1.02 0.66
C 10.025 10.121 18.479 -0.68 -0.65 -0.08
C 13.273 9.864 9.308 -1.01 2.05 -0.75
C 12.015 16.550 16.954 1.60 0.59 -0.11
C 7.844 16.835 16.148 -1.19 0.36 0.62
C 8.029 11.517 17.897 -1.29 0.38 0.97
C 11.376 11.866 9.553 0.44 -0.86 -1.15
C 13.509 8.589 18.009 0.72 -0.53 -1.19
C 9.759 5.934 13.114 0.82 0.70 -0.32
C 10.271 6.773 12.119 -0.16 0.67 1.07
C 13.774 12.207 10.146 1.62 -2.69 -0.43
C 10.744 9.038 11.252 0.06 -1.07 -2.38
C 9.971 15.660 17.978 -0.67 1.69 -0.54
C 7.889 10.645 10.740 0.04 0.14 0.59
C 10.969 18.117 14.224 -0.31 1.11 0.40
C 14.492 10.791 14.154 -0.40 0.14 -0.80
C 12.832 11.407 9.245 -0.36 -0.88 1.80
C 10.521 7.653 14.720 -0.37 -2.02 -3.18
C 9.047 11.423 10.104 -0.04 0.03 0.56
C 10.110 10.653 19.771 1.07 -0.79 -0.27
C 9.662 13.347 8.811 0.71 1.66 -1.34
C 15.789 11.296 13.992 1.11 0.69 -0.08
H 7.240 9.527 19.448 -0.14 0.15 0.49
H 14.999 9.905 19.074 -0.11 -0.64 -0.32
H 12.123 17.581 17.275 -0.13 0.52 0.03
H 8.612 9.803 16.774 0.54 0.07 0.94
H 7.697 12.690 9.016 -0.28 0.21 0.37
H 6.649 15.255 14.645 0.07 -0.01 0.14
H 9.949 16.455 18.788 0.07 -0.72 -0.95
H 15.674 8.810 17.833 -0.28 -0.25 0.72
H 13.341 9.497 20.425 -1.43 0.42 -0.25
H 10.320 6.508 11.103 -0.39 -0.29 -1.04
H 8.426 17.549 16.684 1.15 0.15 0.35
H 7.276 16.275 16.927 0.14 0.08 -0.55
H 12.558 9.161 8.915 -0.41 -0.01 -0.17
H 15.051 8.119 19.452 0.37 0.93 -0.81
H 15.620 13.528 16.602 0.03 -0.81 -1.05
H 13.022 11.742 8.249 -0.01 0.11 -0.85
H 14.200 9.796 8.760 0.41 -0.03 -0.32
H 7.534 15.870 13.257 0.27 0.27 0.45
H 7.632 11.686 18.938 0.19 0.14 -0.95
H 16.416 11.040 13.108 -0.71 -0.15 0.86
H 12.647 16.450 16.042 -0.49 -0.24 0.73
H 8.055 8.697 9.725 -0.30 1.04 -0.29
H 12.322 15.227 13.525 -0.06 0.54 -0.64
H 13.400 12.443 16.696 0.19 0.12 0.20
H 13.918 6.533 17.437 -0.51 -0.09 0.30
H 10.223 18.535 14.927 0.46 -0.45 -0.07
H 9.751 5.683 15.325 0.07 1.22 -1.47
H 13.541 6.649 19.178 -0.10 0.52 -0.35
H 7.145 17.500 15.662 -0.55 -0.06 -0.53
H 17.250 12.767 14.702 -0.87 -0.51 0.16
H 6.928 8.599 17.985 0.15 0.67 -0.08
H 12.399 15.978 17.781 0.69 -0.54 0.15
H 10.503 14.812 18.371 -0.08 -0.65 0.14
H 13.473 9.604 10.307 0.14 -0.36 1.40
H 11.751 13.654 8.313 -0.50 -0.88 0.20
H 13.541 8.846 16.907 0.07 -0.56 0.95
H 8.782 12.285 17.731 0.19 -0.04 -0.14
H 7.192 11.721 17.189 0.45 -0.40 0.44
H 13.523 12.126 11.182 -0.36 0.09 0.66
H 9.252 11.185 20.208 0.58 -0.37 -0.06
H 11.964 18.611 14.402 -0.71 -0.57 0.12
H 9.334 14.304 8.360 0.28 -0.69 -0.03
H 7.277 12.367 11.952 -0.27 -0.54 -0.85
H 12.201 6.840 18.014 0.28 -0.32 -0.26
H 13.075 9.572 13.488 -0.47 -0.38 -0.09
H 8.317 10.164 11.624 -0.08 -0.13 0.03
H 11.332 16.058 12.213 1.13 0.05 1.11
H 6.388 12.262 10.376 0.05 -1.21 1.54
H 11.395 10.671 21.533 -0.12 0.13 -0.11
H 6.404 9.080 10.146 0.10 0.35 0.54
H 9.235 5.019 12.797 0.52 0.27 0.54
H 7.040 9.986 8.813 0.76 -0.48 0.91
H 13.940 13.191 9.834 -0.09 1.69 -0.35
H 10.642 18.461 13.248 -0.06 0.22 -0.40
H 14.755 11.672 10.032 -0.36 0.68 0.30
H 14.591 9.217 12.782 -0.57 0.94 0.51
H 12.781 16.866 12.918 -0.20 0.23 0.58
H 8.263 8.191 18.926 0.60 0.03 0.17
H 8.908 15.474 17.677 1.21 -0.39 0.68
H 7.985 14.363 13.969 0.41 -0.55 0.11
H 6.007 11.160 11.933 0.73 0.30 -1.51

(2)
76
Properties=species:S:1:pos:R:3:forces:R:3 method="wB97M-V/def2-TZVPD" de_lowest_kj_mol=61.3 s2=0.76 e_homo_ev="-3.6 / -3.6" charge=-1 orbital_gap_ev="5.783 / 5.784" multiplicity=2 e_tot_ha=-6190.053689
Se 3.923 -1.346 -1.863 0.19 0.07 -0.05
Co 0.261 -0.983 0.086 0.11 -0.03 -0.13
F 5.700 -3.913 -2.041 -0.01 0.07 0.04
F 7.837 -4.630 -0.643 0.01 0.00 0.01
F 8.862 -2.993 1.291 -0.01 0.01 -0.02
F 5.510 0.156 0.399 -0.04 0.01 -0.02
F 7.652 -0.591 1.776 0.00 -0.02 -0.01
O -3.678 -0.746 -1.853 0.14 0.15 0.13
O -0.722 -4.612 -1.030 -0.01 -0.01 -0.07
O -0.539 -2.375 -1.007 -0.28 -0.20 0.42
O -5.228 2.022 -1.289 0.10 0.04 0.05
O 1.085 3.984 -1.126 -0.02 -0.11 0.05
N -1.379 0.042 -0.189 -0.07 -0.02 -0.44
N -0.298 1.811 -1.161 -0.22 -0.08 0.07
N 1.577 -2.467 0.557 0.06 0.05 -0.45
N -2.610 1.792 -1.272 -0.04 -0.22 -0.03
C 0.842 1.789 -0.312 0.14 0.16 -0.10
C -3.123 4.120 1.586 -0.04 0.01 0.00
C -2.561 -0.579 0.296 0.00 0.13 0.00
C 2.791 -2.432 1.111 -0.12 -0.20 0.03
C 7.163 -1.403 0.820 0.01 -0.05 -0.01
C 2.234 0.916 1.371 -0.03 0.06 -0.12
C -3.646 -0.966 -0.494 -0.11 -0.09 -0.04
C -4.599 2.750 -0.318 -0.06 -0.03 -0.04
C 1.196 0.682 0.453 0.01 0.01 0.42
C 6.146 -3.039 -1.123 0.09 -0.15 -0.03
C -4.499 4.240 1.565 0.01 -0.01 -0.01
C 2.595 3.170 0.608 -0.01 0.00 0.00
C 3.228 -4.700 0.529 0.09 -0.09 0.01
C -3.708 -1.447 2.246 0.00 -0.01 -0.01
C 3.638 -3.529 1.136 -0.09 0.10 -0.01
C -2.608 -0.845 1.662 0.00 0.03 0.04
C 1.976 -4.749 -0.059 -0.07 0.07 0.05
C 6.052 -1.032 0.083 0.06 0.10 0.09
C -2.475 3.315 0.655 0.02 -0.01 0.00
C 2.920 2.110 1.450 0.00 0.02 -0.04
C 1.829 5.179 -1.196 0.03 -0.01 0.02
C -4.798 -1.797 1.461 0.01 0.02 -0.03
C 7.781 -2.618 0.582 -0.06 -0.03 -0.03
C -1.428 1.145 -0.865 0.25 0.01 0.09
C -3.201 2.628 -0.305 -0.07 0.06 -0.05
C -6.608 1.777 -1.129 -0.01 0.02 0.02
C 1.189 -3.615 -0.031 -0.05 0.13 0.14
C 7.258 -3.440 -0.402 -0.03 0.11 0.04
C -4.759 -1.553 0.099 0.07 -0.03 -0.04
C -5.242 3.550 0.610 0.02 -0.02 -0.02
C 1.544 3.004 -0.269 -0.02 0.04 -0.06
C -0.153 -3.574 -0.742 0.21 -0.01 -0.07
C 5.491 -1.821 -0.922 -0.20 -0.08 -0.07
C -3.199 -1.850 -2.642 -0.02 -0.04 0.03
H -1.399 3.213 0.691 0.03 0.00 0.01
H 3.147 4.097 0.656 0.02 0.01 -0.01
H 1.592 -5.628 -0.554 0.00 0.01 -0.01
H 1.356 5.790 -1.962 0.01 0.00 0.01
H -6.816 1.371 -0.135 -0.02 0.00 -0.01
H -5.583 -1.825 -0.548 -0.03 -0.01 0.01
H -6.877 1.045 -1.886 0.00 0.01 0.00
H -1.758 -0.547 2.264 0.01 0.01 0.00
H 2.866 4.979 -1.477 0.00 0.02 0.00
H -5.008 4.860 2.290 -0.01 0.02 0.02
H -2.539 4.642 2.330 0.01 0.01 0.02
H 2.542 0.135 2.044 -0.02 -0.12 0.15
H 3.100 -1.503 1.548 0.08 0.16 -0.05
H -3.850 -2.715 -2.491 0.01 -0.02 -0.02
H 4.620 -3.429 1.575 0.01 -0.01 0.03
H -7.196 2.687 -1.281 -0.01 -0.01 0.01
H -5.670 -2.260 1.903 -0.01 -0.02 0.01
H -6.319 3.632 0.600 -0.03 0.01 0.00
H -3.714 -1.635 3.311 -0.01 0.00 0.01
H -3.257 -1.521 -3.677 0.01 -0.02 -0.01
H -0.436 2.658 -1.690 0.04 -0.02 0.02
H -3.272 1.146 -1.697 -0.01 0.05 0.05
H 3.737 2.222 2.150 0.02 -0.01 0.02
H -2.178 -2.109 -2.361 -0.05 0.00 -0.03
H 3.886 -5.559 0.494 0.00 -0.01 0.01
H 1.810 5.715 -0.243 0.01 0.01 -0.01

(3)
17
Properties=species:S:1:pos:R:3:forces:R:3 method="wB97M-V/def2-TZVPD" de_lowest_kj_mol=379.0 e_homo_ev=-8.4 charge=0 orbital_gap_ev=8.700 multiplicity=1 e_tot_ha=-384.005265
O -1.588 -0.847 -0.411 -0.18 0.74 -0.83
O -1.335 4.991 1.869 -2.05 -0.03 -0.61
O 2.208 0.438 -2.279 0.33 0.29 -0.56
C 0.446 -1.491 0.779 0.84 -1.60 -1.01
C -0.602 -2.954 -0.975 0.56 3.88 4.20
C -0.684 -1.818 -0.098 -0.25 -3.75 -3.86
C 0.568 -0.304 1.311 3.35 1.56 0.73
H -1.693 -0.858 -1.405 -0.06 -0.05 1.82
H -1.285 -3.031 -1.838 0.82 -0.60 0.63
H 0.257 -3.462 -0.511 -0.63 -1.15 -1.66
H 1.588 0.209 1.345 -1.25 -1.20 0.84
H 3.014 0.413 -1.755 -0.17 -0.09 0.14
H -2.292 4.693 1.712 2.16 0.73 0.32
H 1.373 -2.151 0.754 -1.36 0.83 -0.64
H -1.289 5.883 1.472 -0.10 -0.71 0.29
H -0.188 0.221 1.787 -1.79 1.38 -0.26
H 1.503 0.068 -1.755 -0.18 -0.22 0.48

(4)
11
Properties=species:S:1:pos:R:3:forces:R:3 method="wB97M-V/def2-TZVPD" de_lowest_kj_mol=293.6 e_homo_ev=-10.2 charge=0 orbital_gap_ev=10.924 multiplicity=1 e_tot_ha=-281.478240
N 0.484 -0.699 0.458 -1.67 0.98 -0.72
N -1.842 0.554 -2.179 3.44 -4.52 4.31
N 0.776 0.730 0.297 -0.57 -2.83 -0.55
C 0.635 1.456 1.291 0.30 0.93 2.35
C -0.147 -1.095 -0.815 1.64 0.14 -0.95
C -1.204 -0.206 -1.472 -2.17 3.79 -3.52
H 0.758 -1.152 -1.491 -1.47 0.10 0.01
H 0.349 1.004 2.328 0.33 1.23 -1.68
H -0.524 -2.100 -0.675 -0.22 -0.16 -0.17
H -0.230 -1.013 1.159 0.95 1.43 0.12
H 0.945 2.522 1.098 -0.58 -1.10 0.81